(1)
C4H7NO in the gas phase, computed with ωB97M-V with the def2-TZVPD basis set.

The geometry in XYZ format:
```
13
Properties=species:S:1:pos:R:3:lowdin_charge:R:1
C 0.03 -0.62 1.39 -0.0500
C 0.06 1.56 -0.14 0.0624
N 0.60 0.80 -1.05 -0.0758
C -0.18 -0.44 -1.17 -0.1100
C -0.90 -0.37 0.21 -0.5502
O -2.10 -0.39 0.32 0.0378
H 1.10 -0.57 1.15 0.0758
H -0.20 -1.64 1.71 0.0856
H -0.15 0.06 2.22 0.0872
H 0.65 2.44 0.15 0.0465
H 1.50 0.91 -1.52 0.1437
H 0.46 -1.33 -1.24 0.1225
H -0.87 -0.41 -2.02 0.1245
```

Summary:
Kohn-Sham gap (Ha): 0.339
DFT total energy (eV): -7796.03085
ΔE to the lowest compared entry with this formula, charge and spin (kJ/mol): 348.7
Lowest unoccupied orbital energy (hartree): 0.0252
Net charge: 0

***

(2)
A 5-piece molecular cluster, C27H68N4O9 overall in a non-equilibrium geometry, computed with ωB97M-V with the def2-TZVPD basis set.

The geometry in XYZ format:
```
108
Properties=species:S:1:pos:R:3:lowdin_charge:R:1
C -0.34 -1.32 1.11 -0.0294
C 1.15 -1.39 0.67 -0.4596
C 1.26 -2.06 -0.67 -0.0330
O 1.72 -0.08 0.72 -0.0783
H -1.03 -0.84 0.41 0.0496
H -0.36 -0.72 2.02 0.0686
H -0.68 -2.33 1.31 0.0827
H 1.66 -1.93 1.47 0.1284
H 2.33 -2.13 -0.87 0.0547
H 0.82 -1.44 -1.46 0.0724
H 0.86 -3.07 -0.65 0.0831
H 1.17 0.48 0.16 0.0153
C -4.56 3.86 -1.24 -0.0605
O -3.75 2.74 -0.75 -0.1763
C -2.44 2.78 -1.12 -0.2694
C -1.55 1.57 -0.62 -0.1509
N -0.05 1.61 -0.78 -0.0509
C 0.27 1.48 -2.20 -0.1951
C 1.79 1.54 -2.50 -0.2008
O 2.04 1.23 -3.89 -0.1688
C 3.36 1.76 -4.30 -0.0692
H -4.40 4.09 -2.29 0.0803
H -4.37 4.78 -0.67 0.0848
H -5.62 3.60 -1.19 0.0849
H -2.02 3.71 -0.76 0.1190
H -2.38 2.84 -2.21 0.1086
H -2.00 0.65 -0.98 0.0949
H -1.68 1.56 0.46 0.1035
H 0.17 2.58 -0.59 0.1124
H -0.16 2.28 -2.78 0.1165
H -0.14 0.50 -2.44 0.1069
H 2.26 0.85 -1.79 0.0923
H 2.10 2.56 -2.28 0.1121
H 4.24 1.45 -3.74 0.0623
H 3.32 2.85 -4.29 0.0825
H 3.62 1.45 -5.32 0.0793
C 4.53 3.84 -1.11 -0.1031
O 4.89 2.55 -1.62 -0.2098
C 4.87 1.62 -0.52 -0.2223
C 5.00 0.25 -1.15 -0.2298
N 5.05 -0.79 -0.13 -0.0372
C 5.21 -2.05 -0.84 -0.2296
C 5.20 -3.19 0.08 -0.2354
O 4.10 -3.33 0.97 -0.1938
C 4.00 -4.59 1.62 -0.0955
H 5.33 4.14 -0.44 0.0839
H 3.58 3.83 -0.58 0.0799
H 4.53 4.56 -1.93 0.0866
H 3.92 1.57 0.00 0.1052
H 5.61 1.85 0.25 0.1286
H 5.95 0.36 -1.66 0.1267
H 4.21 -0.01 -1.86 0.1024
H 4.18 -0.88 0.38 0.0887
H 6.05 -1.91 -1.52 0.1296
H 4.36 -2.10 -1.52 0.1001
H 6.13 -3.30 0.64 0.1288
H 5.15 -4.03 -0.62 0.1183
H 4.77 -4.78 2.36 0.0825
H 4.07 -5.41 0.89 0.0848
H 3.06 -4.59 2.17 0.0873
C -1.01 5.52 7.49 -0.1125
O -0.57 4.59 6.47 -0.2089
C -1.26 4.77 5.19 -0.1885
C -1.09 3.47 4.34 -0.1800
N 0.21 3.54 3.62 -0.0729
C 0.67 2.22 3.09 -0.1769
C 1.20 1.28 4.17 -0.2146
O 0.24 0.67 5.03 -0.2019
C 0.68 -0.46 5.73 -0.1169
H -1.95 5.22 7.96 0.0771
H -1.10 6.55 7.17 0.0807
H -0.34 5.46 8.35 0.0791
H -0.94 5.70 4.72 0.1156
H -2.32 4.88 5.44 0.1076
H -1.88 3.44 3.59 0.1086
H -1.08 2.61 5.01 0.1043
H 0.82 4.19 4.09 0.0961
H 1.52 2.41 2.44 0.1074
H -0.13 1.77 2.49 0.1006
H 1.96 1.74 4.78 0.1257
H 1.72 0.50 3.60 0.1021
H -0.17 -0.91 6.24 0.0868
H 1.35 -0.23 6.56 0.0820
H 1.16 -1.17 5.06 0.0833
C -7.63 -5.88 -2.52 -0.1172
O -6.53 -5.30 -3.22 -0.1982
C -6.70 -3.89 -3.70 -0.1928
C -5.48 -3.23 -4.22 -0.2283
N -4.49 -3.07 -3.18 -0.0655
C -3.33 -2.23 -3.43 -0.2061
C -2.55 -2.13 -2.13 -0.2101
O -2.21 -3.43 -1.66 -0.2063
C -1.28 -4.18 -2.41 -0.1118
H -8.01 -5.19 -1.76 0.0769
H -7.36 -6.79 -1.99 0.0831
H -8.46 -6.06 -3.20 0.0782
H -7.04 -3.28 -2.86 0.1158
H -7.53 -3.80 -4.40 0.1161
H -5.81 -2.26 -4.58 0.1224
H -5.05 -3.74 -5.09 0.1188
H -4.22 -3.90 -2.67 0.1096
H -3.75 -1.27 -3.74 0.1169
H -2.76 -2.61 -4.28 0.1096
H -3.21 -1.73 -1.36 0.1275
H -1.62 -1.57 -2.24 0.0963
H -0.40 -3.61 -2.71 0.0807
H -1.79 -4.67 -3.25 0.0841
H -0.87 -5.01 -1.83 0.0866
```

Summary:
Structure (SMILES): COCCNCCOC.COCCNCCOC.COCCNCCOC.COCCNCCOC.CC(C)O
Kohn-Sham gap (Ha): 0.323
DFT total energy (eV): -53482.28376
ΔE to the lowest compared entry with this formula, charge and spin (kJ/mol): 0.0
Lowest unoccupied orbital energy (hartree): 0.0249
Net charge: 0

***

(3)
C11H34BrCdN8O5 as an isolated structure in a non-equilibrium geometry, computed with ωB97M-V with the def2-TZVPD basis set.

The geometry in XYZ format:
```
60
Properties=species:S:1:pos:R:3:lowdin_charge:R:1
Cd 26.94 3.27 3.70 0.6809
Br 22.13 3.61 4.60 -0.0547
C 14.84 4.63 7.66 -0.7800
O 15.03 4.24 8.82 0.0329
N 13.73 5.13 7.25 0.1669
N 15.80 4.76 6.80 0.1644
H 13.06 5.43 7.94 0.1321
H 13.65 5.46 6.30 0.1122
H 15.51 5.27 5.98 0.1055
H 16.76 4.60 7.06 0.1251
C 18.12 0.26 -1.37 -0.7712
O 18.98 0.91 -1.98 0.0164
N 18.01 0.40 -0.09 0.1439
N 17.32 -0.69 -1.79 0.1570
H 17.31 -0.20 0.33 0.1044
H 18.75 0.84 0.44 0.1209
H 16.90 -1.38 -1.18 0.1092
H 17.42 -0.97 -2.76 0.1199
C 19.70 -4.23 4.54 -0.7521
O 19.30 -5.30 5.00 0.0327
N 19.69 -3.89 3.27 0.1369
N 20.17 -3.20 5.21 0.1419
H 20.21 -3.12 2.87 0.1030
H 19.20 -4.49 2.62 0.1157
H 20.33 -2.31 4.76 0.1032
H 20.11 -3.34 6.21 0.1187
C 22.98 9.84 9.84 -0.0547
C 24.23 8.99 9.88 -0.4257
C 25.41 9.51 10.76 -0.2201
O 26.51 8.68 10.45 -0.1949
C 27.70 9.07 11.30 -0.0512
N 23.93 7.59 10.23 0.0753
H 22.48 9.80 10.81 0.0868
H 22.40 9.52 8.97 0.0800
H 23.37 10.85 9.74 0.0779
H 24.67 8.98 8.89 0.1346
H 25.16 9.52 11.82 0.1247
H 25.68 10.55 10.63 0.1217
H 28.57 8.47 11.07 0.0815
H 27.45 9.05 12.36 0.0825
H 28.07 10.09 11.18 0.0773
H 23.41 7.07 9.54 0.0751
H 24.79 7.11 9.98 0.0657
C 16.79 10.90 2.84 -0.0423
C 16.73 9.37 2.87 -0.4482
C 15.65 8.80 2.01 -0.2106
O 15.43 7.38 2.19 -0.1749
C 14.95 6.75 1.01 -0.1015
N 18.01 8.91 2.42 0.0779
H 15.93 11.48 3.19 0.0868
H 16.96 11.17 1.80 0.0863
H 17.69 11.21 3.35 0.0768
H 16.58 8.95 3.86 0.1442
H 15.80 9.10 0.97 0.1249
H 14.70 9.29 2.17 0.1313
H 15.30 5.72 1.00 0.0875
H 15.21 7.24 0.07 0.0852
H 13.86 6.78 1.01 0.0860
H 18.76 9.33 2.96 0.0803
H 18.26 7.94 2.52 0.0880
```

Summary:
Kohn-Sham gap (Ha): 0.056
DFT total energy (eV): -108710.08097
ΔE to the lowest compared entry with this formula, charge and spin (kJ/mol): 140.8
Lowest unoccupied orbital energy (hartree): -0.3564
Net charge: +1

***

(4)
C41H37F5P2RuS as an isolated structure in a non-equilibrium geometry, computed with ωB97M-V with the def2-TZVPD basis set.

The geometry in XYZ format:
```
87
Properties=species:S:1:pos:R:3:lowdin_spin:R:1
Ru -0.75 1.22 -2.49 2.2800
C -2.36 1.22 -5.60 0.0097
C -2.15 -0.10 -5.43 0.0154
C -1.21 -0.98 -6.16 0.0064
C 0.15 -0.29 -6.52 0.0067
C 0.66 0.49 -5.36 0.0410
C 0.35 1.76 -5.07 0.0140
C -0.26 2.59 -6.15 0.0004
C -1.68 2.14 -6.58 0.0008
C 1.51 -0.07 -0.43 0.0215
H -3.28 1.69 -5.14 0.0010
H -2.87 -0.65 -4.84 0.0058
H -1.73 -1.41 -7.05 0.0009
H -0.97 -1.85 -5.54 0.0007
H 0.83 -1.11 -6.82 0.0007
H 0.00 0.32 -7.41 0.0006
H 1.34 -0.09 -4.74 0.0047
H 0.69 2.26 -4.16 0.0058
H 0.40 2.64 -7.04 -0.0004
H -0.32 3.61 -5.76 0.0001
H -2.28 3.05 -6.69 0.0001
H -1.69 1.72 -7.61 0.0003
H 0.49 0.45 -0.58 0.0118
H 2.09 0.62 0.28 0.0008
H 1.43 -1.14 -0.11 0.0010
P -1.52 -0.88 -2.48 0.2905
P 2.32 -0.25 -1.99 0.0305
C -0.04 -1.66 -3.09 0.0132
C 1.32 -1.45 -2.89 0.1227
C -2.55 -2.30 -1.92 0.0468
C -2.82 -3.40 -2.77 0.0195
C -3.57 -4.46 -2.27 0.0019
C -3.98 -4.46 -0.94 0.0098
C -3.69 -3.38 -0.10 -0.0019
C -3.03 -2.27 -0.61 0.0108
C -2.88 0.35 -2.84 0.2020
C -2.48 1.77 -2.99 0.0676
C -3.36 2.81 -2.56 0.1407
C -4.71 2.52 -2.76 0.0051
C -5.13 1.20 -2.98 0.1794
C -4.27 0.11 -2.85 0.0158
C 3.77 -1.21 -1.56 0.0012
C 3.55 -2.48 -0.99 0.0016
C 4.64 -3.31 -0.73 0.0006
C 5.95 -2.91 -1.03 0.0001
C 6.14 -1.60 -1.48 0.0004
C 5.07 -0.74 -1.73 0.0004
C 2.75 1.46 -2.45 0.0170
C 2.33 2.66 -1.81 0.0117
C 2.73 3.93 -2.28 0.0040
C 3.59 3.99 -3.40 0.0023
C 4.09 2.81 -4.01 0.0046
C 3.70 1.56 -3.51 0.0019
H -0.29 -2.61 -3.56 0.0021
H 1.97 -2.30 -3.23 0.0038
H -2.45 -3.39 -3.80 0.0010
H -3.82 -5.29 -2.93 0.0003
H -4.54 -5.30 -0.54 0.0006
H -3.97 -3.36 0.95 -0.0003
H -2.84 -1.35 -0.05 -0.0001
H -1.69 1.98 -3.85 0.0439
H -2.96 3.78 -2.24 0.0051
H -5.44 3.33 -2.76 -0.0019
H -6.18 1.01 -3.19 0.0085
H -4.65 -0.91 -2.72 -0.0021
H 2.54 -2.81 -0.75 0.0008
H 4.46 -4.29 -0.29 0.0000
H 6.79 -3.59 -0.86 0.0000
H 7.16 -1.23 -1.62 0.0000
H 5.25 0.28 -2.05 0.0000
H 1.68 2.62 -0.92 0.0027
H 2.39 4.86 -1.78 0.0001
H 3.86 4.98 -3.79 0.0001
H 4.80 2.89 -4.85 0.0002
H 4.14 0.67 -3.98 0.0000
F 0.12 -0.14 5.51 0.0014
C -0.34 0.10 4.27 0.0045
C -0.50 1.41 3.82 -0.0002
F -0.24 2.44 4.65 0.0001
C -0.83 1.63 2.49 0.0118
F -1.06 2.90 2.10 0.0050
C -0.96 0.62 1.51 0.0405
S -1.55 1.03 -0.14 0.2327
C -0.87 -0.69 2.06 0.0082
F -1.02 -1.78 1.27 0.0018
C -0.61 -0.96 3.40 -0.0005
F -0.51 -2.24 3.85 -0.0002
```

Summary:
2S+1: 5
Kohn-Sham gap (spin up / spin down) (Ha): 0.219 / 0.203
DFT total energy (eV): -88673.51123
ΔE to the lowest compared entry with this formula, charge and spin (kJ/mol): 426.4
Lowest unoccupied orbital energy (spin up / spin down) (hartree): -0.2443 / -0.2900
Net charge: +2

***

(5)
A 2-piece molecular cluster, C2HClN2O overall in a non-equilibrium geometry, computed with ωB97M-V with the def2-TZVPD basis set.

The geometry in XYZ format:
```
7
Properties=species:S:1:pos:R:3:lowdin_charge:R:1
C -0.24 0.73 0.49 -0.3473
C 0.82 0.13 1.03 -0.5486
N -1.16 1.16 -0.09 0.1609
N -0.59 -0.85 -2.07 0.1342
O -1.36 -0.06 -1.75 -0.0834
Cl 0.70 -1.47 1.68 0.6195
H 1.83 0.37 0.71 0.0646
```

Summary:
Kohn-Sham gap (spin up / spin down) (Ha): 0.332 / 0.263
DFT total energy (eV): -19635.19723
ΔE to the lowest compared entry with this formula, charge and spin (kJ/mol): 455.1
Lowest unoccupied orbital energy (spin up / spin down) (hartree): -0.0026 / -0.0529
Net charge: 0